{"formula": "C11H25N2O3S", "method": "wB97M-V/def2-TZVPD", "total_energy_ha": -1167.141387, "lumo_ha": -0.1177, "total_charge": 1, "homo_lumo_gap_ev": 10.98, "e_homo_ha": -0.52126, "e_above_lowest_ev": 2.889, "species": ["C", "C", "C", "C", "C", "C", "O", "N", "S", "C", "O", "O", "H", "H", "H", "H", "H", "H", "H", "H", "H", "H", "H", "H", "H", "H", "H", "H", "H", "H", "C", "C", "C", "C", "N", "H", "H", "H", "H", "H", "H", "H"], "coordinates": [[2.763, 1.607, 2.435], [3.136, 0.573, 1.349], [2.210, 0.682, 0.112], [3.311, -0.878, 1.884], [3.341, -1.910, 0.727], [2.343, -1.261, 3.010], [0.988, -0.786, 2.829], [0.254, -1.632, 2.037], [-1.523, -1.030, 2.083], [-2.123, -0.664, 0.375], [-1.479, 0.200, 2.801], [-2.300, -2.019, 2.758], [1.681, 1.793, 2.383], [2.934, 1.244, 3.452], [3.247, 2.572, 2.276], [4.123, 0.874, 0.975], [1.276, 0.116, 0.227], [2.739, 0.286, -0.759], [1.984, 1.737, -0.057], [4.318, -0.922, 2.320], [3.701, -2.860, 1.125], [4.007, -1.517, -0.045], [2.367, -2.020, 0.233], [2.323, -2.363, 3.063], [2.725, -0.949, 3.982], [0.300, -2.617, 2.339], [0.538, -1.614, 1.046], [-1.549, -1.178, -0.382], [-1.956, 0.409, 0.265], [-3.185, -0.870, 0.364], [-3.951, 2.552, -3.446], [-3.175, 1.616, -4.367], [-3.529, 0.138, -4.153], [-3.219, -0.275, -2.782], [-2.976, -0.593, -1.706], [-3.721, 2.364, -2.395], [-3.691, 3.589, -3.653], [-5.027, 2.439, -3.586], [-2.105, 1.764, -4.209], [-3.385, 1.878, -5.404], [-2.962, -0.492, -4.840], [-4.591, -0.033, -4.336]], "forces_ev_per_a": [[-0.889, -0.327, -0.155], [0.237, 0.336, -0.023], [0.566, -0.144, 0.415], [-0.080, 0.276, -0.591], [-0.049, 0.730, 0.497], [1.072, -1.142, -0.513], [0.179, 0.206, 0.382], [-0.019, -0.586, -0.907], [-3.658, 2.080, 1.999], [1.691, 0.079, 1.211], [1.267, 0.238, -0.690], [0.982, -1.343, -1.043], [0.159, 0.024, 0.093], [0.349, 0.237, -0.129], [0.117, -0.198, 0.098], [-0.075, -0.218, 0.054], [-0.046, 0.283, -0.002], [-0.289, 0.096, -0.046], [-0.142, -0.174, -0.107], [-0.246, 0.008, 0.209], [-0.096, -0.058, -0.383], [0.104, -0.387, 0.084], [0.121, -0.225, 0.098], [-0.158, 0.162, 0.118], [-0.666, 0.467, -0.060], [-0.116, 0.156, 0.323], [0.345, 0.206, 0.147], [-0.006, -0.492, 0.392], [0.072, -0.146, 0.186], [0.202, -0.536, 0.552], [0.014, -0.016, -0.024], [-0.052, 0.279, 0.138], [0.160, 0.227, -0.023], [-0.167, -0.111, -0.321], [-0.830, 0.386, -2.000], [-0.029, -0.032, -0.006], [-0.030, -0.005, -0.011], [0.005, 0.017, 0.020], [0.012, -0.087, -0.070], [0.023, -0.131, -0.027], [-0.035, -0.084, 0.056], [0.000, -0.048, 0.062]], "mulliken_charge": [-1.4777, 0.3843, -1.1396, 0.3947, -1.6127, -0.9303, -0.1693, -0.1531, 1.2751, -0.9845, -0.5639, -0.6083, 0.3385, 0.2926, 0.4026, 0.4462, -0.0400, 0.3595, 0.4685, 0.3634, 0.4391, 0.3640, 0.3647, 0.4629, 0.4627, 0.4594, 0.1579, 0.4686, 0.3912, 0.4827, -1.0666, -0.4141, -0.4968, 0.1766, -0.3952, 0.2852, 0.3233, 0.3055, 0.2912, 0.3158, 0.2829, 0.2930]}